[1]
C3H6Si | ωB97M-V/def2-TZVPD

## Properties
HOMO-LUMO gap: 9.2 eV
Total charge: 0
ΔE to the lowest compared entry with this formula, charge and spin: 82.98 kcal/mol
Energy: -11080.048 eV
Multiplicity: 1

XYZ file:
```
10
Properties=species:S:1:pos:R:3:mulliken_charge:R:1
C 1.550 -0.690 -0.247 -0.28
C 1.496 0.610 -0.143 -0.33
C 0.271 -0.084 0.204 -0.21
Si -1.488 -0.027 -0.230 0.37
H 2.031 -1.503 -0.672 0.38
H 2.015 1.532 -0.065 0.35
H 0.002 0.044 1.863 0.06
H -1.553 1.380 -0.118 -0.12
H -2.374 -0.642 0.850 -0.08
H -1.950 -0.620 -1.441 -0.15
```

[2]
C5H10O | ωB97M-V/def2-TZVPD

## Properties
SMILES string: CC/C=C/CO
HOMO-LUMO gap: 8.4 eV
Total charge: 0
ΔE to the lowest compared entry with this formula, charge and spin: 75.85 kcal/mol
Energy: -7391.476 eV
Multiplicity: 1

XYZ file:
```
16
Properties=species:S:1:pos:R:3:mulliken_charge:R:1
C -1.635 0.515 1.285 -1.16
C -1.274 -0.881 0.782 -0.17
C 1.917 0.077 -1.022 -0.23
O 2.410 1.331 -1.398 -0.52
C 0.420 0.133 -0.815 -0.31
C -0.436 -0.871 -0.433 -0.60
H -1.927 1.117 0.433 0.30
H -0.862 0.898 1.949 0.28
H -2.619 0.486 1.771 0.37
H -2.198 -1.440 0.598 0.32
H -0.701 -1.421 1.560 0.22
H 2.164 -0.674 -1.799 0.23
H 2.320 -0.312 -0.059 0.26
H 3.002 1.667 -0.718 0.32
H -0.023 1.125 -1.037 0.34
H -0.556 -1.751 -1.100 0.35
```

[3]
C3H5HgO4 | ωB97M-V/def2-TZVPD

## Properties
Expectation value of S²: 0.7603
HOMO-LUMO gap (spin up / spin down): 9.0 / 7.4 eV
Total charge: 0
ΔE to the lowest compared entry with this formula, charge and spin: 6.20 kcal/mol
Energy: -15554.425 eV
Multiplicity: 2

XYZ file:
```
13
Properties=species:S:1:pos:R:3:mulliken_charge:R:1
O 2.563 -0.053 0.008 -0.49
C 1.615 -0.775 -0.188 0.58
C -1.571 0.878 0.373 -0.40
O -1.735 1.105 -0.966 -0.74
O 0.331 -0.462 -0.136 -0.23
C -0.116 0.603 0.738 -0.26
H -2.164 0.023 0.785 0.25
H -1.864 1.744 1.015 0.32
H 0.024 0.277 1.778 0.33
H 0.494 1.500 0.555 0.30
O 1.697 -2.080 -0.460 -0.47
H 1.690 -2.210 -1.417 0.33
Hg -0.963 -0.551 -2.086 0.47
```

[4]
C3H6N2OS2 | ωB97M-V/def2-TZVPD

## Properties
Expectation value of S²: 2.0071
HOMO-LUMO gap (spin up / spin down): 6.3 / 6.6 eV
Total charge: 0
ΔE to the lowest compared entry with this formula, charge and spin: 34.38 kcal/mol
Energy: -29901.216 eV
Multiplicity: 3

XYZ file:
```
14
Properties=species:S:1:pos:R:3:mulliken_charge:R:1
C 0.299 -0.257 -2.255 0.24
C 0.038 -0.166 0.292 -0.10
C -1.154 0.831 2.081 -0.64
N 1.170 -0.992 -1.477 -0.18
N 1.342 -0.529 -0.154 -0.35
O 0.046 0.503 1.461 -0.33
S 0.129 -0.444 -3.929 -0.17
S -0.605 0.993 -1.290 -0.18
H -0.546 -1.076 0.305 0.42
H -2.024 0.058 1.661 0.28
H -1.512 1.797 1.842 0.30
H -1.047 0.736 3.199 0.23
H 1.827 -1.706 -1.805 0.21
H 2.037 0.252 0.069 0.27
```

[5]
C29H48ClGaN4O4Si | ωB97M-V/def2-TZVPD

## Properties
HOMO-LUMO gap (spin up / spin down): 4.8 / 4.4 eV
Total charge: 0
ΔE to the lowest compared entry with this formula, charge and spin: 0.00 kcal/mol
Energy: -117775.540 eV
Multiplicity: 1

XYZ file:
```
88
Properties=species:S:1:pos:R:3:mulliken_charge:R:1
O -1.105 -1.557 -1.125 -0.31
C -0.278 -2.341 -0.685 0.35
C -0.581 -3.668 -0.073 0.21
C -1.857 -4.215 -0.327 -0.33
H -2.589 -3.567 -0.821 0.44
C -2.118 -5.527 0.038 -0.57
H -3.053 -6.018 -0.279 0.36
C -1.205 -6.232 0.846 -0.35
H -1.406 -7.270 1.133 0.37
C -0.011 -5.608 1.251 -0.59
H 0.689 -6.137 1.901 0.39
C 0.305 -4.325 0.817 0.01
H 1.235 -3.821 1.123 0.28
H 0.770 -1.978 -0.450 -0.21
C 3.603 -1.874 1.003 -1.14
C 2.884 -0.778 1.727 0.55
H 3.196 -2.810 1.331 0.43
H 4.654 -1.842 1.225 0.37
H 3.385 -1.724 -0.069 0.16
C 1.820 -1.003 2.568 -0.47
C 2.216 -1.366 3.974 -1.41
H 0.800 -1.110 2.183 0.51
H 2.610 -2.393 4.009 0.32
H 1.437 -1.286 4.735 0.32
H 3.063 -0.725 4.242 0.38
Ga 2.542 0.924 1.238 0.32
Cl 2.783 2.286 2.950 -0.42
C 0.400 2.788 0.749 -0.18
O 1.412 2.178 0.259 -0.24
N 0.157 4.029 0.348 0.48
C 0.989 4.598 -0.715 -0.98
C -0.602 4.968 1.183 -0.81
H -0.324 2.345 1.454 0.51
H 1.255 3.793 -1.409 0.19
H 1.908 5.040 -0.291 0.30
H 0.430 5.405 -1.214 0.39
H -1.399 4.415 1.701 0.26
H -1.026 5.775 0.564 0.31
H 0.035 5.463 1.939 0.29
H -1.065 -1.964 -4.938 0.36
H -1.571 0.367 -4.979 0.34
C -0.551 -1.923 -3.973 -0.95
C -1.307 0.430 -3.911 -0.85
N -0.270 -0.539 -3.608 0.21
H 0.391 -2.482 -4.043 0.28
C 0.809 -0.203 -2.842 0.31
O 1.091 0.928 -2.449 -0.63
H -0.929 1.432 -3.688 0.25
H 1.457 -1.091 -2.621 0.14
H -1.203 -2.419 -3.242 0.27
H -2.222 0.228 -3.333 0.24
H 5.970 2.547 -2.366 0.35
H 5.397 0.727 -4.114 0.33
C 5.898 1.780 -1.590 -0.97
C 5.333 0.014 -3.284 -0.90
N 4.997 0.723 -2.049 0.19
H 5.501 2.194 -0.660 0.24
C 3.954 0.454 -1.311 1.24
O 3.746 1.159 -0.259 -0.73
H 4.577 -0.750 -3.508 0.25
H 3.261 -0.348 -1.606 -0.30
H 6.890 1.346 -1.435 0.35
H 6.320 -0.451 -3.184 0.35
C -2.444 -1.030 2.489 -0.67
Si -2.923 0.775 2.786 0.19
C -4.659 0.933 3.448 -1.20
C -1.799 1.445 4.147 -1.01
N -2.590 1.588 1.283 -0.11
C -3.075 1.434 0.065 -0.01
C -3.898 0.326 -0.378 0.13
C -4.615 0.396 -1.568 -0.64
C -4.473 1.504 -2.423 -0.56
C -3.542 2.517 -2.102 -0.56
C -2.831 2.464 -0.905 -0.04
H -1.960 -1.396 3.410 0.54
H -1.743 -1.090 1.633 -0.30
H -3.318 -1.665 2.272 0.33
H -4.626 0.999 4.545 0.35
H -5.150 1.837 3.065 0.30
H -5.282 0.067 3.192 0.30
H -1.166 0.631 4.527 0.23
H -2.420 1.808 4.981 0.37
H -1.157 2.264 3.797 0.20
H -3.966 -0.555 0.263 0.15
H -5.291 -0.426 -1.836 0.34
H -5.068 1.581 -3.341 0.29
H -3.371 3.357 -2.779 0.37
H -2.131 3.246 -0.609 0.14
```

[6]
C27H59N8O2P2 | ωB97M-V/def2-TZVPD

## Properties
HOMO-LUMO gap: 7.0 eV
Total charge: +1
Energy: -63542.921 eV
Multiplicity: 1

XYZ file:
```
98
Properties=species:S:1:pos:R:3:mulliken_charge:R:1
C 6.672 -1.658 1.426 -0.96
C 6.707 -1.002 0.272 -0.06
C 6.998 0.464 0.119 -0.80
C 5.994 1.263 -0.774 0.21
C 5.427 2.413 0.083 -1.32
N 4.028 2.812 -0.290 0.10
C 3.046 1.656 -0.435 -1.07
C 3.788 0.330 -0.442 0.47
C 2.856 -0.826 -0.813 -1.56
C 1.586 -0.799 0.017 0.65
C 1.710 -0.640 1.397 -0.38
C 0.611 -0.562 2.228 -0.76
C -0.651 -0.650 1.655 -0.75
C -0.785 -0.843 0.300 -0.58
C 0.316 -0.925 -0.553 1.18
C 0.057 -1.126 -2.024 -1.55
N 4.901 0.505 -1.363 -0.50
H 6.701 -2.741 1.415 0.30
H 6.569 -1.169 2.388 0.27
H 6.561 -1.574 -0.640 0.35
H 7.096 0.894 1.120 0.42
H 7.989 0.549 -0.335 0.36
H 6.555 1.729 -1.586 0.56
H 6.067 3.292 0.021 0.37
H 5.388 2.127 1.133 0.48
H 3.677 3.394 0.470 0.39
H 4.027 3.422 -1.105 0.43
H 2.297 1.722 0.348 0.48
H 2.613 1.760 -1.429 0.34
H 4.196 0.103 0.553 0.07
H 2.665 -0.736 -1.881 0.31
H 3.424 -1.744 -0.637 0.34
H 2.687 -0.561 1.863 0.34
H 0.735 -0.434 3.296 0.63
H -1.514 -0.563 2.304 0.52
H -1.779 -0.911 -0.127 0.47
H -0.651 -0.381 -2.388 0.33
H 0.953 -1.044 -2.635 0.20
H -0.346 -2.119 -2.223 0.36
H 5.217 -0.359 -1.780 0.37
O -1.909 -0.702 -4.842 -0.66
P -2.578 -0.703 -6.172 0.42
N -1.590 -1.722 -7.113 0.22
C -0.980 -1.407 -8.388 -0.96
C -1.345 -3.057 -6.586 -0.94
N -2.413 0.938 -6.616 0.19
C -2.110 1.409 -7.955 -1.02
C -1.830 1.834 -5.624 -1.04
N -4.001 -0.852 -7.117 0.04
C -5.166 -0.226 -6.439 -1.07
C -4.419 -2.207 -7.519 -1.00
H -1.690 -0.971 -9.095 0.32
H -0.609 -2.312 -8.867 0.40
H -0.133 -0.720 -8.284 0.24
H -2.211 -3.720 -6.714 0.29
H -1.114 -3.022 -5.519 0.16
H -0.498 -3.526 -7.084 0.43
H -1.044 1.325 -8.193 0.31
H -2.386 2.462 -8.048 0.35
H -2.689 0.882 -8.710 0.28
H -0.740 1.723 -5.555 0.29
H -2.254 1.656 -4.641 0.29
H -2.056 2.869 -5.891 0.34
H -5.437 -0.753 -5.520 0.35
H -6.028 -0.227 -7.105 0.41
H -4.945 0.809 -6.187 0.31
H -4.567 -2.880 -6.670 0.35
H -3.698 -2.652 -8.201 0.28
H -5.359 -2.136 -8.066 0.37
O -0.910 -0.718 5.434 -0.86
P -1.554 -0.108 6.628 0.66
N -3.193 -0.004 6.186 0.27
C -4.028 1.179 6.208 -0.96
C -3.829 -1.242 5.752 -1.10
N -0.800 1.427 6.654 0.20
C -1.467 2.674 6.978 -1.01
C 0.252 1.660 5.673 -1.10
N -1.785 -0.060 8.327 0.02
C -0.519 -0.346 9.051 -1.08
C -2.815 -0.941 8.903 -1.01
H -3.958 1.723 7.153 0.32
H -5.078 0.906 6.107 0.40
H -3.790 1.870 5.394 0.24
H -4.061 -1.907 6.594 0.29
H -3.183 -1.795 5.066 0.27
H -4.760 -1.041 5.226 0.46
H -2.046 3.066 6.134 0.32
H -0.726 3.431 7.249 0.34
H -2.118 2.572 7.843 0.28
H -0.151 1.855 4.669 0.30
H 0.925 0.809 5.612 0.28
H 0.850 2.523 5.978 0.42
H -0.177 -1.373 8.888 0.35
H -0.660 -0.195 10.120 0.41
H 0.266 0.332 8.722 0.31
H -2.659 -1.997 8.664 0.35
H -3.810 -0.648 8.574 0.28
H -2.803 -0.831 9.987 0.38
```